C34H34GeNOPdS3 as an isolated structure at a distorted geometry. Source: OMol25; level of theory: ωB97M-V/def2-TZVPD.

Structure (XYZ):
```
75
Properties=species:S:1:pos:R:3:forces:R:3
Pd 0.023 1.062 0.190 -1.4 -1.5 -2.5
C 0.229 5.685 -2.845 -0.4 -0.1 0.4
C 1.343 5.510 -1.829 0.1 -0.5 0.0
S 1.608 3.759 -1.370 0.0 0.5 0.1
C 1.083 3.714 0.377 0.2 0.0 -0.6
C -0.308 4.227 0.709 -0.1 -0.2 0.2
S -1.545 2.889 0.551 -0.3 0.6 0.3
C -2.491 3.205 -0.980 0.3 0.0 0.2
C -1.661 3.613 -2.180 0.1 0.4 -0.3
S -1.446 5.449 -2.165 0.0 -0.3 -0.3
H 0.347 5.003 -3.685 0.1 0.1 -0.1
H 0.223 6.713 -3.205 0.0 0.0 -0.2
H 1.157 6.077 -0.918 0.0 0.1 -0.1
H 2.283 5.846 -2.267 0.0 0.1 0.1
H 1.844 4.227 0.967 0.0 -0.1 0.1
H 1.115 2.615 0.581 0.7 1.5 0.3
H -0.637 5.064 0.093 0.1 0.0 0.2
H -0.342 4.517 1.762 -0.1 0.0 -0.1
H -3.239 3.966 -0.745 0.0 -0.2 0.0
H -2.991 2.251 -1.157 0.0 0.0 0.0
H -2.196 3.360 -3.097 0.0 0.0 0.0
H -0.682 3.121 -2.187 -0.3 0.1 0.0
O 2.737 1.399 -0.342 0.3 0.0 0.1
H 3.061 1.129 -1.206 0.1 0.0 -0.1
H 3.469 1.349 0.279 0.3 0.0 0.0
C 0.817 -0.540 -0.759 -1.1 1.0 0.8
Ge 0.955 -1.321 0.980 1.4 -1.0 0.9
C 2.008 -3.007 0.935 -0.8 0.8 0.3
C 2.328 -3.628 2.132 0.0 -0.1 0.1
C 3.065 -4.798 2.130 0.1 -0.1 0.2
C 3.494 -5.345 0.931 0.0 0.0 0.0
C 3.176 -4.725 -0.266 0.0 -0.1 -0.1
C 2.430 -3.559 -0.263 0.0 0.1 -0.1
C 1.958 -0.012 2.120 -0.6 -0.7 -0.2
C 1.363 1.157 2.593 -0.3 -0.2 0.6
C 2.135 2.142 3.197 0.0 0.0 0.0
C 3.499 1.960 3.348 -0.1 0.1 0.0
C 4.089 0.780 2.926 0.1 0.0 0.0
C 3.321 -0.195 2.312 0.0 -0.1 0.0
C -0.845 -1.591 1.807 0.4 1.1 -0.6
C -1.222 -2.800 2.312 -0.2 -0.9 0.4
C -2.541 -3.083 2.679 0.8 0.5 -0.4
C -3.552 -2.137 2.441 -0.6 0.3 0.0
C -3.261 -0.918 1.930 0.6 0.1 0.2
C -1.864 -0.506 1.591 -0.7 -1.0 1.0
H 0.588 -0.941 -1.735 -0.2 -0.3 -0.1
H 1.997 -3.191 3.065 0.1 0.0 0.2
H 3.306 -5.285 3.064 0.0 0.0 0.1
H 4.074 -6.255 0.933 0.0 -0.1 0.0
H 3.509 -5.151 -1.202 0.0 0.0 -0.1
H 2.176 -3.067 -1.193 0.0 0.0 -0.2
H 0.270 1.287 2.583 0.5 0.0 0.0
H 1.668 3.050 3.552 0.0 0.1 0.1
H 4.099 2.728 3.812 0.1 0.1 0.1
H 5.148 0.622 3.069 0.1 0.0 0.0
H 3.779 -1.115 1.974 0.1 0.0 0.0
H -0.475 -3.574 2.419 0.0 -0.1 0.0
H -2.785 -4.036 3.115 -0.1 -0.2 0.1
H -4.577 -2.394 2.664 -0.1 0.0 0.0
H -4.031 -0.190 1.728 -0.2 0.1 0.0
H -1.626 0.417 2.163 0.0 -0.3 -0.3
N -4.105 -5.265 -5.575 -0.1 -0.2 -0.2
C -3.762 -4.475 -4.818 -0.2 -0.4 -0.4
C -3.347 -3.510 -3.874 0.2 0.8 0.8
C -4.109 -2.351 -3.678 0.1 -0.3 -0.2
C -3.718 -1.409 -2.756 0.3 0.1 0.4
C -2.563 -1.620 -1.980 -0.5 -1.0 -0.8
C -1.807 -2.800 -2.173 -0.2 0.3 0.1
C -2.192 -3.725 -3.111 -0.2 -0.1 -0.2
C -2.202 -0.793 -0.925 1.2 1.2 1.3
C -1.766 -0.249 0.108 0.2 0.1 -1.3
H -5.017 -2.211 -4.243 0.0 0.0 -0.1
H -4.310 -0.520 -2.592 0.0 0.0 0.0
H -0.938 -2.970 -1.548 0.0 0.0 -0.1
H -1.624 -4.631 -3.258 0.1 -0.1 0.0
```
Positions in Å, forces in eV/Å.

E_LUMO (alpha / beta)   -0.1949 / -0.1951 Ha
Electronic energy   -4844.8179 Ha
Relative energy (zero: lowest compared OMol25 entry of this formula, charge and spin)   761.3 kJ/mol
Gap between HOMO and LUMO (alpha / beta)   4.0 / 4.0 eV
Charge   +1

=====

C4H4N4O as an isolated structure at a distorted geometry. Source: OMol25; level of theory: ωB97M-V/def2-TZVPD.

Structure (XYZ):
```
13
Properties=species:S:1:pos:R:3:forces:R:3
C 0.216 -1.164 0.982 2.0 0.2 -3.0
C -0.509 0.203 -0.676 -1.6 0.5 -0.4
C -0.192 2.470 -1.107 5.6 0.2 -2.4
C -1.173 -1.404 0.851 -1.5 3.6 -5.7
H 2.055 -2.070 1.091 -4.1 1.0 2.7
H 1.681 -0.121 0.011 -2.5 1.2 -1.9
H -0.692 3.663 -1.253 1.1 -4.0 0.8
H -1.564 -2.228 1.447 -0.9 0.5 -0.5
N 0.922 -1.912 1.686 5.2 -1.1 -2.0
N 0.667 -0.346 -0.312 2.2 -2.0 5.4
N -1.012 1.294 -1.181 1.4 2.0 1.1
N -1.544 -0.746 -0.354 0.1 -3.1 5.2
O 1.145 2.361 -1.185 -6.9 1.0 0.9
```
Positions in Å, forces in eV/Å.

E_LUMO   -0.0557 Ha
Electronic energy   -448.8943 Ha
Relative energy (zero: lowest compared OMol25 entry of this formula, charge and spin)   528.1 kJ/mol
Gap between HOMO and LUMO   8.2 eV
Charge   0

=====

A 4-piece molecular cluster, C25H40ClN3O7P2 overall at a distorted geometry. Source: OMol25; level of theory: ωB97M-V/def2-TZVPD.

Structure (XYZ):
```
78
Properties=species:S:1:pos:R:3:forces:R:3
C 0.673 -5.946 -0.274 0.5 -0.3 0.1
C 1.123 -5.132 0.986 -0.7 -0.2 -0.3
C -0.153 -4.545 1.653 0.4 -1.4 0.5
O -0.987 -3.867 0.726 0.1 0.7 0.1
C -1.337 -2.545 1.137 0.5 -0.8 1.0
P -2.124 -1.497 -0.260 1.1 -2.1 1.0
C -1.552 0.049 0.670 -0.3 0.4 -0.7
C -0.065 0.394 0.488 0.2 -0.3 0.9
O 0.206 1.568 1.318 -0.3 -0.7 0.0
C 1.262 1.318 2.173 -0.6 -0.3 0.6
C 1.150 0.428 3.410 -0.6 -0.9 -0.3
O 2.295 1.827 1.926 1.6 1.0 -0.2
C -1.151 -2.383 -1.620 0.2 0.6 -1.4
C 0.365 -2.131 -1.580 -0.3 0.2 -1.1
O 1.094 -2.374 -0.681 0.5 -0.4 1.4
O 0.923 -1.559 -2.693 -1.1 0.0 0.2
C -3.787 -2.209 0.232 -1.7 2.1 0.7
C -4.418 -1.287 1.382 0.4 -2.4 1.9
C -4.522 -2.012 2.789 -3.5 1.1 -2.5
O -5.694 -1.684 1.823 1.3 1.2 -1.1
P -3.101 -0.100 -1.738 -1.4 2.0 -0.6
O -1.854 0.615 -2.634 -0.4 -1.1 0.1
Cl -4.202 -1.176 -3.178 0.6 -0.2 0.1
H -0.424 -6.045 -0.360 0.5 0.3 0.1
H 1.049 -6.984 -0.175 -0.1 0.5 -0.3
H 1.067 -5.515 -1.211 -0.2 -0.2 0.4
H 1.620 -5.848 1.670 -0.4 0.5 0.0
H 1.874 -4.361 0.752 -0.5 -0.2 -0.1
H 0.093 -3.954 2.556 -0.1 0.1 -0.6
H -0.729 -5.427 2.018 0.2 0.5 -0.1
H -2.090 -2.652 1.957 0.3 0.4 -0.4
H -0.447 -2.086 1.615 -0.3 0.0 -0.5
H -2.160 0.899 0.290 0.4 -0.3 0.4
H -1.816 -0.092 1.734 0.3 0.0 -0.4
H 0.620 -0.394 0.861 -0.6 0.0 -0.4
H 0.243 0.606 -0.549 -0.4 0.1 0.4
H 1.230 0.990 4.353 0.0 0.1 -0.6
H 0.230 -0.182 3.457 0.2 0.4 -0.1
H 1.997 -0.281 3.362 -0.3 0.4 0.1
H -1.409 -3.453 -1.721 0.4 0.4 0.7
H -1.498 -1.935 -2.575 0.0 -0.3 0.5
H 0.205 -1.239 -3.266 0.3 -0.1 -0.1
H -3.738 -3.224 0.646 0.3 0.3 -0.5
H -4.575 -2.126 -0.537 0.6 -0.3 -0.1
H -4.160 -0.209 1.390 -0.5 -0.7 0.0
H -4.922 -1.435 3.633 1.4 -0.4 0.2
H -4.775 -3.079 2.709 1.7 0.1 0.9
H -2.248 1.004 -3.433 0.2 0.1 0.3
N 1.927 4.129 0.002 -0.1 0.1 -0.2
C 1.655 4.752 -1.184 0.0 0.0 0.1
C 2.428 5.883 -1.258 -0.1 0.0 -0.1
C 3.201 5.941 -0.070 0.0 0.0 0.1
C 2.871 4.843 0.684 -0.1 0.0 0.1
H 1.501 3.275 0.325 0.1 0.0 0.1
H 0.936 4.339 -1.873 0.0 0.0 0.0
H 2.438 6.588 -2.073 0.0 0.0 0.0
H 3.918 6.699 0.201 0.0 0.0 0.0
H 3.225 4.509 1.646 0.0 0.0 -0.1
N 0.140 -4.331 -6.493 0.1 0.0 0.0
C 0.445 -3.725 -7.682 -0.1 0.0 0.0
C 1.369 -2.745 -7.431 0.0 0.0 -0.1
C 1.636 -2.762 -6.037 0.0 0.0 0.1
C 0.865 -3.752 -5.486 -0.1 0.0 0.1
H -0.514 -5.083 -6.377 0.1 0.0 0.0
H -0.021 -4.043 -8.600 0.0 0.0 0.0
H 1.806 -2.089 -8.166 0.0 0.0 0.0
H 2.317 -2.122 -5.500 0.0 0.0 0.0
H 0.770 -4.094 -4.469 0.1 0.0 0.0
N 1.564 6.863 3.543 0.0 0.0 0.0
C 0.733 7.833 4.031 0.0 -0.1 0.0
C 1.323 8.377 5.142 -0.1 0.0 0.0
C 2.563 7.712 5.328 0.1 0.0 0.0
C 2.684 6.787 4.324 0.0 -0.1 0.0
H 1.383 6.294 2.733 0.1 0.1 0.0
H -0.205 8.051 3.548 0.0 0.0 0.0
H 0.912 9.165 5.752 0.0 0.0 0.0
H 3.285 7.893 6.108 0.0 0.0 0.0
H 3.467 6.082 4.100 0.0 0.0 0.0
```
Positions in Å, forces in eV/Å.

E_LUMO   0.0037 Ha
Electronic energy   -2810.2902 Ha
Gap between HOMO and LUMO   8.1 eV
Charge   0